Density functional theory data (ωB97M-V/def2-TZVPD) for an isolated molecule of C9H11NOS in a non-equilibrium geometry.

## Properties
HOMO ... -8.811 eV
ΔE to the lowest compared entry with this formula, charge and spin ... 98.5 kcal/mol
Kohn-Sham gap ... 9.560 eV
SMILES ... N=[S@](=O)(c1ccccc1)C1CC1
DFT total energy ... -877.5806 Eh
Lowest unoccupied orbital energy ... 0.748 eV

Each atom is followed by the atoms it is bonded to, with distances in Å.
Geometry (Å):
1 N 0.143 2.518 -0.278  S2 1.526, H13 0.992
2 S -0.704 1.254 -0.394  N1 1.526, O3 1.500, C4 1.708, C10 1.763
3 O -2.140 1.395 0.015  S2 1.500
4 C 0.225 0.269 0.647  S2 1.708, C5 1.396, C9 1.378
5 C 1.614 0.328 0.525  C4 1.396, C6 1.379, H14 1.061
6 C 2.355 -0.475 1.366  C5 1.379, C7 1.390, H15 1.077
7 C 1.718 -1.246 2.332  C6 1.390, C8 1.354, H16 1.093
8 C 0.388 -1.140 2.561  C7 1.354, C9 1.374, H17 1.140
9 C -0.364 -0.347 1.729  C4 1.378, C8 1.374, H18 1.095
10 C -0.703 0.512 -1.994  S2 1.763, C11 1.487, C12 1.504, H19 1.119
11 C -0.785 -0.972 -1.928  C10 1.487, C12 1.471, H20 1.187, H21 1.104
12 C -1.896 -0.225 -2.537  C10 1.504, C11 1.471, H22 1.029, H23 1.160
13 H -0.487 3.264 -0.102  N1 0.992
14 H 2.034 1.027 -0.154  C5 1.061
15 H 3.428 -0.398 1.422  C6 1.077
16 H 2.422 -1.701 3.033  C7 1.093
17 H -0.153 -1.591 3.458  C8 1.140
18 H -1.456 -0.256 1.711  C9 1.095
19 H -0.080 1.068 -2.738  C10 1.119
20 H -0.811 -1.486 -0.860  C11 1.187
21 H -0.090 -1.651 -2.453  C11 1.104
22 H -1.891 -0.130 -3.561  C12 1.029
23 H -2.768 -0.018 -1.800  C12 1.160

Atom charges from the Mulliken analysis, given in e for atoms 1 to 6: atom 1 (N): -0.94, atom 2 (S): 1.05, atom 3 (O): -0.73, atom 4 (C): -0.12, atom 5 (C): -0.58, atom 6 (C): -0.42